37
Properties=species:S:1:pos:R:3:forces:R:3 method="wB97M-V/def2-TZVPD" multiplicity=1 largest_force_ha_per_bohr=0.015 homo_lumo_gap_ev=9.43 total_charge=+1 e_tot_ha=-5674.09010
Zn -0.0157 -0.7488 -0.0905 0.300 0.252 -0.114
Br 0.8048 0.6661 -3.4992 0.005 -0.014 0.018
C -0.9855 0.2990 -3.0126 0.003 -0.044 0.217
C -1.9720 0.3898 -3.9731 -0.075 0.045 -0.075
C -3.2838 0.1873 -3.5704 -0.022 0.009 -0.125
C -3.5594 -0.0698 -2.2386 -0.102 0.047 -0.024
C -2.5070 -0.1508 -1.3521 0.275 -0.241 -0.098
N -1.2235 0.0054 -1.7401 -0.217 -0.009 0.007
C -2.7636 -0.4054 0.1360 0.193 0.736 0.171
O -3.9119 -0.4082 0.5166 0.111 -0.283 -0.005
O -1.6878 -0.4575 0.8583 -0.219 -0.260 -0.043
H -1.7175 0.6250 -4.9964 -0.012 -0.010 0.027
H -4.0835 0.2452 -4.2988 0.030 0.003 0.034
H -4.5632 -0.2032 -1.8597 0.041 -0.001 -0.014
C 2.4732 0.1940 4.4365 -0.112 -0.058 -0.092
O 1.9608 -0.8152 3.5421 0.094 0.038 0.071
C 1.4379 -0.4845 2.3834 -0.002 0.073 0.054
O 1.0915 -1.3532 1.5963 0.063 0.000 0.068
N 1.3465 0.8494 2.0903 -0.011 -0.152 -0.111
N 0.7031 1.1835 0.8890 -0.083 -0.083 -0.017
H 2.9883 -0.3474 5.2183 0.015 -0.063 0.048
H 1.6526 0.7618 4.8749 -0.022 0.011 0.018
H 3.1745 0.8484 3.9222 0.037 -0.007 -0.026
H 1.3290 1.5252 2.8340 -0.001 0.094 0.076
H 1.2409 1.8920 0.4093 0.059 0.068 -0.099
H -0.2340 1.5272 1.0799 -0.110 0.029 -0.022
I -0.8641 -3.6686 -0.5678 0.019 -0.092 -0.073
C 1.0268 -3.1904 -1.3072 -0.055 0.087 0.056
C 1.8321 -4.1661 -1.8642 0.115 -0.006 -0.047
C 3.0953 -3.7938 -2.2954 -0.007 -0.094 -0.019
C 3.5037 -2.4762 -2.1517 0.061 -0.011 -0.059
C 2.6274 -1.5712 -1.5950 -0.083 0.130 0.120
N 1.4006 -1.9135 -1.1778 -0.190 -0.213 0.034
H 1.4830 -5.1851 -1.9480 0.002 0.030 -0.004
H 3.7545 -4.5324 -2.7359 -0.026 0.049 0.029
H 4.4846 -2.1511 -2.4708 -0.043 -0.017 0.016
H 2.9018 -0.5306 -1.4714 -0.033 -0.044 0.004